(1)
87
Properties=species:S:1:pos:R:3:forces:R:3 method="wB97M-V/def2-TZVPD" de_lowest_kcal_mol=0.0 energy_ha=-5952.90258 total_charge=+1 homo_ev=-11.123 gap_ev=7.6 multiplicity=1
C 2.84918 0.58845 1.86741 0.33 0.03 0.34
C 1.86639 1.27951 2.45903 -0.47 -0.13 0.38
C 0.41618 0.85985 2.36376 1.23 0.05 -0.04
Br -0.12612 0.19514 4.14514 -0.38 -0.14 0.07
O 0.34421 -0.09222 1.36409 -0.65 -0.04 0.33
C -0.89940 -0.20692 0.70589 -0.24 -0.89 -0.44
O -0.85137 0.17591 -0.61774 0.35 0.56 0.42
C -0.03159 -0.68624 -1.41511 0.27 -0.19 -1.27
C 0.28691 0.05732 -2.70191 -1.01 0.57 0.66
C -1.01176 0.43958 -3.41025 -0.01 0.04 -0.07
C -2.06391 0.48434 1.38196 -0.45 -1.39 0.39
P -3.60586 0.18207 0.30868 -0.62 1.20 -0.98
O -3.32683 -1.22173 -0.44318 -0.05 -0.18 0.72
Cl -4.98821 -0.36316 1.74628 0.46 -0.10 -0.03
N -1.82854 1.91162 1.76959 -0.04 -0.12 -0.39
F -2.36631 2.02969 3.05975 0.04 0.12 -0.01
C -2.54466 2.97841 0.97099 -0.53 1.31 0.44
C -3.96264 3.30741 1.49716 0.03 -0.62 -0.97
S -4.93336 4.08523 0.15033 0.33 0.10 -0.23
C -5.97970 2.77025 -0.34098 0.25 0.43 0.40
N -7.04983 2.50082 0.29735 -0.71 -0.37 0.31
N -7.61766 1.40962 -0.34577 -0.36 0.11 0.69
C -6.84390 1.12088 -1.31729 -0.28 0.01 0.20
O -5.78099 1.95404 -1.39653 0.46 -0.21 -0.60
C -0.35415 2.14998 1.95138 0.81 -0.39 0.75
I 0.65885 3.05580 0.30406 -0.34 0.24 -0.28
H 3.56105 1.12071 1.24934 1.10 0.16 1.24
H 3.00279 -0.47216 2.05150 -1.01 -0.35 -1.54
H 2.04723 2.15534 3.07682 -0.10 0.90 -1.07
H -1.15898 -1.27114 0.71869 0.08 -0.08 0.30
H -0.60260 -1.57798 -1.68947 -0.13 -0.16 0.37
H 0.88989 -0.97769 -0.91638 -0.04 0.10 0.38
H 0.95274 -0.50338 -3.33997 0.19 -0.11 0.03
H 0.73726 1.00032 -2.39973 0.63 -0.06 -0.20
H -1.49607 1.25695 -2.88082 -0.11 0.07 0.10
H -0.83265 0.79448 -4.42139 0.06 -0.10 -0.14
H -1.72324 -0.38570 -3.43216 -0.01 -0.13 -0.16
H -2.22065 -0.04974 2.31581 0.12 0.24 0.29
H -3.76798 -1.95231 0.01696 0.18 -0.22 -0.14
H -2.52821 2.79042 -0.09452 0.13 -0.68 -0.02
H -1.98780 3.89790 1.12100 0.42 -0.10 0.01
H -4.51010 2.42999 1.82390 -0.13 0.04 0.23
H -3.88700 4.04161 2.28755 -0.14 -0.03 0.23
H -7.03273 0.30674 -1.98979 0.45 0.11 -0.55
H -0.25575 2.83585 2.78321 -0.25 0.31 -0.02
C 3.40656 -3.74384 1.77815 0.24 0.10 -0.03
O 3.63965 -2.41247 1.31270 -0.11 -0.04 0.09
H 2.39002 -4.02338 1.51159 -0.02 0.09 -0.03
H 4.10781 -4.43279 1.30616 -0.03 -0.09 0.09
H 3.51979 -3.79192 2.86300 -0.03 -0.14 0.00
H 4.54324 -2.18380 1.55217 0.08 -0.09 -0.11
C 7.01952 -6.06635 0.98977 0.16 0.21 0.07
O 6.85380 -4.79446 1.61046 -0.16 0.02 0.01
H 6.06219 -6.58267 0.99934 -0.04 0.07 0.06
H 7.34782 -5.93954 -0.04168 0.03 -0.19 -0.02
H 7.75185 -6.66364 1.53632 -0.02 -0.11 -0.09
H 7.71049 -4.35731 1.58990 0.02 0.01 -0.06
C 2.62742 -0.18039 -5.84902 -0.04 0.27 0.00
O 2.31434 0.77900 -4.83846 0.04 -0.08 -0.13
H 2.72242 -1.15174 -5.36986 0.00 0.02 0.05
H 1.83194 -0.22769 -6.59654 0.04 -0.09 -0.04
H 3.57127 0.06816 -6.33819 0.01 -0.11 -0.04
H 2.23378 1.63338 -5.27032 0.03 0.05 0.03
C 8.87024 -4.41647 -1.94268 0.31 0.10 0.07
O 9.58736 -4.48619 -0.71109 -0.24 -0.01 -0.04
H 7.86919 -4.80281 -1.77313 -0.01 0.00 0.04
H 8.79726 -3.38246 -2.28838 -0.08 -0.03 -0.08
H 9.36028 -5.02210 -2.70840 -0.09 0.00 -0.06
H 10.46893 -4.14213 -0.87483 0.06 -0.02 0.09
C 5.15888 3.39218 3.69666 -0.21 0.09 -0.17
O 4.86718 3.10030 2.33047 -0.03 -0.03 0.07
H 6.07804 2.87694 3.95914 0.01 -0.03 -0.05
H 5.29753 4.46585 3.84048 0.05 -0.02 0.10
H 4.35392 3.03986 4.34853 0.08 0.00 0.10
H 4.05199 3.55768 2.10414 0.08 0.06 -0.05
C -7.91977 0.49392 -5.49208 0.18 0.08 0.04
O -7.09594 0.48330 -4.32316 -0.04 -0.02 0.00
H -8.81895 -0.07364 -5.27147 0.01 -0.01 0.06
H -8.19798 1.51599 -5.75586 -0.07 -0.03 -0.05
H -7.40007 0.02839 -6.33163 -0.08 -0.01 -0.04
H -6.30302 0.98658 -4.52691 0.03 0.00 0.00
C -6.72971 1.57576 4.53616 0.31 0.20 0.08
O -5.86391 1.75201 5.65599 -0.12 -0.15 -0.05
H -7.61634 1.04983 4.87738 0.01 0.00 0.05
H -7.02505 2.54345 4.12250 -0.11 -0.07 -0.10
H -6.23932 0.98046 3.76031 -0.15 0.02 -0.02
H -5.08211 2.21900 5.35401 0.03 0.06 0.07


(2)
9
Properties=species:S:1:pos:R:3:forces:R:3 method="wB97M-V/def2-TZVPD" de_lowest_kcal_mol=142.9 energy_ha=-259.33216 total_charge=0 homo_ev=-9.346 gap_ev=9.9 multiplicity=1
C -0.63678 -0.89384 -0.64133 0.04 -1.78 -0.68
N -1.46154 -0.07478 -1.20348 -1.47 -0.12 -0.76
N -0.90152 1.05482 -0.49143 0.29 -2.38 0.79
N 0.13553 0.06523 -0.12589 4.38 3.82 3.64
N 1.00712 0.34429 1.39000 -0.91 0.31 -3.71
H -0.34931 -1.96266 -0.82287 -0.87 1.18 0.48
H -0.57764 1.69848 -1.20393 0.53 0.17 -0.08
H 2.02918 0.21772 1.18047 -1.41 0.03 -0.48
H 0.75496 -0.44925 1.91844 -0.58 -1.22 0.80


(3)
17
Properties=species:S:1:pos:R:3:forces:R:3 method="wB97M-V/def2-TZVPD" de_lowest_kcal_mol=44.4 energy_ha=-251.79176 total_charge=0 homo_ev=-8.328 gap_ev=9.5 smiles="C=CC.C=CN" multiplicity=1
C -2.62690 0.02000 0.27789 -0.70 0.05 -1.39
C -1.85211 -0.92777 -0.24280 -0.45 1.04 1.56
C -1.27888 -0.89293 -1.61425 0.47 -0.92 -0.15
H -3.05920 0.01269 1.26132 0.26 -0.14 0.38
H -3.02554 0.77333 -0.39764 0.08 0.26 0.16
H -1.51191 -1.60466 0.53624 0.27 -0.66 -0.64
H -1.82873 -1.43805 -2.38708 -0.47 0.18 0.23
H -1.06502 0.11258 -1.97262 -0.04 -0.03 0.10
H -0.36722 -1.47539 -1.55335 0.60 0.25 -0.22
C 2.09484 1.58468 -0.14323 -1.05 0.35 -0.79
C 2.03656 0.32445 0.26891 1.76 0.15 0.80
N 1.53055 -0.05848 1.49787 -0.49 -0.14 0.89
H 1.57194 2.34955 0.40391 -0.08 0.27 0.29
H 2.35289 1.86390 -1.15566 0.42 -0.22 0.09
H 2.67224 -0.40346 -0.22241 -0.60 -0.39 -0.29
H 1.35541 0.68694 2.15714 -0.23 0.25 -0.38
H 1.95284 -0.80021 2.03308 0.25 -0.30 -0.63


(4)
62
Properties=species:S:1:pos:R:3:forces:R:3 method="wB97M-V/def2-TZVPD" energy_ha=-1694.18305 total_charge=0 homo_ev="-5.826 / -5.443" gap_ev="5.9 / 5.7" multiplicity=1
O -1.01900 3.01461 -0.98575 -0.92 0.61 -2.32
H -1.54709 3.65512 -1.51564 0.61 -0.34 1.07
Sn -0.04219 -0.39717 -0.54103 0.06 2.31 2.53
N -2.14429 -0.03996 -1.33461 -3.08 -0.54 1.72
N -1.58301 -0.16019 1.15356 -3.91 0.21 -0.14
N 2.16416 -0.33904 -1.17879 0.33 -0.22 -0.92
N 1.39662 -0.65882 1.19842 1.05 -0.73 -0.47
O -2.38510 -0.15187 -2.57718 0.10 0.50 -0.91
O 2.74602 0.04548 -2.45210 -1.28 0.13 -0.88
O 1.00970 -1.04617 2.44140 -1.28 0.04 0.52
O -1.40254 -0.44580 2.42147 1.27 -0.25 0.92
C -2.86624 0.20826 0.86728 3.59 -0.69 1.79
C -3.14708 0.37106 -0.48699 1.70 -0.34 -3.60
C 3.14834 -0.27817 -0.26529 -1.29 -0.47 -0.06
C 2.72830 -0.51766 1.05809 -0.45 0.03 -1.04
C -4.38669 0.97062 -1.06439 -0.37 -0.06 0.21
H -4.16340 1.97992 -1.45696 -0.10 -0.43 -0.12
H -5.15412 1.09720 -0.28548 0.26 -0.04 -0.33
H -4.80643 0.34313 -1.86710 0.27 0.34 0.17
C -3.84107 0.32575 1.98285 -0.39 0.11 -0.16
H -3.54251 1.12245 2.67301 0.01 -0.23 0.02
H -3.87918 -0.61689 2.53989 0.13 0.19 0.04
H -4.84461 0.54532 1.59949 0.27 -0.03 0.16
C 4.49017 -0.08011 -0.81399 1.74 0.11 0.95
C 3.65881 -0.75458 2.18287 0.41 0.25 0.43
H 4.61651 0.90420 -1.27774 -0.05 -0.22 -0.01
H 4.73388 -0.85373 -1.55053 -0.08 0.24 0.04
H 5.23001 -0.15819 -0.01125 -0.01 0.06 -0.07
H 3.09490 -0.74170 3.12144 0.32 -0.04 -0.21
H 4.43452 0.02240 2.19830 -0.10 -0.23 0.13
H 4.15664 -1.72873 2.06115 -0.11 0.21 0.19
H 2.09576 -0.17148 -3.15697 0.47 -0.16 0.84
H -0.04984 -0.78969 2.44081 0.31 -0.13 0.71
C -0.47059 3.44844 0.22688 1.18 -2.02 1.03
H -1.23904 3.51866 0.97219 -0.49 0.60 0.42
H 0.20166 4.32787 0.20741 -0.40 -0.51 -0.26
H 0.06354 2.47770 0.53883 -0.09 1.70 -0.12
O 0.08479 0.88230 -2.20611 0.37 3.03 -2.64
H -0.44545 1.71656 -1.97953 0.21 -0.95 -0.02
H 0.96152 1.25433 -2.44506 -0.26 -0.40 0.34
C 1.21272 -3.00628 -1.05701 0.37 -1.12 0.09
N -0.18609 -2.46531 -0.96776 0.19 -0.04 0.45
C -0.84502 -3.00110 0.30059 -0.08 -1.22 0.04
N -0.86349 -4.46697 0.24765 -0.06 0.39 -0.12
C 0.51846 -4.96576 0.14402 -0.07 0.21 -0.12
N 1.17416 -4.47385 -1.07931 -0.23 0.30 -0.26
C 0.37528 -4.89903 -2.24991 -0.09 0.09 0.25
N -1.01050 -4.38207 -2.19080 0.44 0.27 0.18
C -0.96040 -2.90583 -2.16229 -0.35 -0.99 -0.27
C -1.62479 -4.88132 -0.94369 0.13 0.11 -0.04
H 1.79255 -2.65379 -0.18192 -0.35 -0.17 -0.50
H 1.67943 -2.63932 -1.98902 -0.27 -0.14 0.51
H -1.88302 -2.62494 0.34352 0.54 -0.01 -0.03
H -0.27116 -2.68011 1.19192 -0.26 0.04 -0.52
H 0.50757 -6.06605 0.12610 -0.01 0.35 0.03
H 1.09127 -4.61199 1.01200 -0.16 -0.15 -0.15
H 0.85453 -4.50956 -3.15924 -0.10 -0.22 0.19
H 0.34778 -6.00198 -2.27025 0.00 0.44 -0.09
H -1.98125 -2.49892 -2.11422 0.45 0.02 -0.05
H -0.45117 -2.54658 -3.07563 -0.30 -0.03 0.46
H -1.66085 -5.98365 -0.97584 -0.03 0.44 -0.04
H -2.64180 -4.47231 -0.87161 0.20 -0.20 0.01


(5)
27
Properties=species:S:1:pos:R:3:forces:R:3 method="wB97M-V/def2-TZVPD" de_lowest_kcal_mol=150.6 energy_ha=-896.33941 total_charge=+1 homo_ev="-13.360 / -13.469" gap_ev="7.6 / 8.1" multiplicity=1
C -0.00804 2.29532 -0.06106 1.65 0.78 0.51
C -1.50912 0.54122 0.09408 2.82 -0.78 0.86
C 0.91649 1.50297 0.78303 3.13 -0.11 -1.48
C 2.56196 -1.34073 0.99329 1.49 0.05 -0.23
C 0.37119 -2.17343 0.10872 -0.73 2.50 -0.38
C 1.67860 -0.69202 -1.40831 -1.29 -0.66 0.29
C -4.14529 0.77838 -0.29484 -0.81 -4.22 0.65
C 1.27234 -0.92463 0.05749 1.36 0.44 0.76
N -1.25071 1.76155 -0.23479 -4.09 1.25 -1.44
N 0.71103 0.11779 0.88750 -2.47 -1.09 -0.57
O 0.23018 3.41596 -0.31752 0.07 1.75 -0.97
S -2.81404 -0.40402 0.19472 -0.67 0.48 0.19
H 1.97554 1.89529 0.51343 -1.47 -1.17 0.03
H 0.73122 1.97496 1.69961 -0.30 0.38 1.90
H 2.44947 -1.39796 2.12790 -0.36 0.50 -1.66
H 2.87459 -2.37968 0.70323 -0.52 0.87 -0.01
H 3.47062 -0.69381 0.71842 -1.47 -0.66 0.57
H 0.19644 -2.26659 1.12408 -0.35 -0.99 2.14
H 0.90705 -2.95844 -0.31430 0.59 -1.54 -0.61
H -0.63181 -2.04878 -0.33080 0.61 0.15 -0.38
H 2.29738 0.06272 -1.82656 0.59 1.45 0.69
H 2.25803 -1.57499 -1.65624 -0.51 -0.49 -0.47
H 0.70363 -0.60733 -1.93325 0.65 -0.50 -0.21
H -5.02471 0.08670 -0.20950 0.53 0.61 -0.88
H -3.87955 1.03948 -1.26628 -0.26 0.95 -1.57
H -4.37905 1.45937 0.43862 0.23 2.13 1.43
H -1.96342 2.53070 -0.59066 1.58 -2.08 0.84